{
  "formula": "C46H124N4O14",
  "method": "ωB97M-V with the def2-TZVPD basis set",
  "relative_energy_kj_mol": 305.5,
  "e_tot_ha": -3099.19392,
  "symbols": ["C", "C", "C", "O", "C", "N", "H", "H", "H", "H", "H", "H", "H", "H", "H", "H", "H", "C", "C", "C", "O", "C", "N", "H", "H", "H", "H", "H", "H", "H", "H", "H", "H", "H", "C", "C", "C", "O", "C", "N", "H", "H", "H", "H", "H", "H", "H", "H", "H", "H", "H", "C", "C", "C", "O", "C", "N", "H", "H", "H", "H", "H", "H", "H", "H", "H", "H", "H", "C", "C", "C", "O", "H", "H", "H", "H", "H", "H", "H", "H", "C", "C", "C", "O", "H", "H", "H", "H", "H", "H", "H", "H", "C", "C", "C", "O", "H", "H", "H", "H", "H", "H", "H", "H", "C", "C", "C", "O", "H", "H", "H", "H", "H", "H", "H", "H", "C", "C", "C", "O", "H", "H", "H", "H", "H", "H", "H", "H", "C", "C", "C", "O", "H", "H", "H", "H", "H", "H", "H", "H", "C", "C", "C", "O", "H", "H", "H", "H", "H", "H", "H", "H", "C", "C", "C", "O", "H", "H", "H", "H", "H", "H", "H", "H", "C", "C", "C", "O", "H", "H", "H", "H", "H", "H", "H", "H", "C", "C", "C", "O", "H", "H", "H", "H", "H", "H", "H", "H"],
  "positions_angstrom": [[-2.063, -0.925, -4.701], [-0.515, -1.102, -5.068], [0.253, 0.227, -5.389], [0.298, 1.162, -4.241], [0.881, 2.402, -4.580], [0.088, -2.029, -4.128], [-2.527, -0.668, -5.647], [-2.317, -0.160, -3.924], [-2.329, -1.962, -4.480], [-0.655, -1.648, -6.031], [-0.170, 0.651, -6.325], [1.326, -0.003, -5.529], [1.168, 2.896, -3.645], [0.173, 3.115, -5.058], [1.838, 2.356, -5.154], [0.412, -1.576, -3.294], [0.955, -2.466, -4.447], [5.485, 1.944, -2.489], [5.334, 3.485, -2.322], [4.053, 4.069, -2.936], [3.912, 5.471, -3.015], [2.562, 5.746, -3.213], [5.349, 3.925, -0.948], [5.417, 1.685, -3.540], [4.751, 1.374, -1.948], [6.520, 1.651, -2.133], [6.180, 3.907, -2.832], [3.273, 3.590, -2.320], [3.926, 3.649, -3.929], [2.173, 5.250, -4.124], [2.547, 6.829, -3.350], [1.840, 5.544, -2.396], [5.352, 4.935, -0.864], [6.296, 3.695, -0.606], [-4.904, -4.348, 0.977], [-6.040, -3.838, 0.199], [-5.595, -3.422, -1.223], [-4.913, -2.170, -1.181], [-4.156, -1.964, -2.384], [-7.190, -4.797, 0.137], [-4.094, -3.639, 0.883], [-4.502, -5.289, 0.666], [-5.076, -4.554, 2.010], [-6.417, -2.967, 0.713], [-6.541, -3.350, -1.861], [-5.000, -4.282, -1.632], [-4.720, -1.414, -3.164], [-3.700, -2.826, -2.836], [-3.284, -1.349, -2.167], [-7.348, -5.342, 0.955], [-8.050, -4.347, -0.140], [-1.835, 0.801, -0.958], [-1.090, -0.074, 0.027], [0.352, 0.185, -0.114], [0.795, -0.288, -1.357], [2.089, 0.076, -1.709], [-1.499, 0.228, 1.415], [-2.894, 0.567, -1.053], [-1.318, 0.910, -1.932], [-1.857, 1.857, -0.587], [-1.334, -1.117, -0.229], [0.900, -0.461, 0.661], [0.722, 1.199, -0.029], [2.820, -0.251, -1.090], [2.218, 1.165, -1.890], [2.265, -0.333, -2.724], [-1.549, 1.255, 1.597], [-2.360, -0.251, 1.607], [0.928, 7.011, 1.084], [0.852, 5.495, 1.278], [2.031, 4.729, 0.646], [0.590, 5.059, 2.607], [1.681, 7.339, 1.854], [-0.029, 7.507, 1.398], [1.213, 7.153, -0.016], [-0.066, 5.152, 0.815], [1.775, 3.767, 0.188], [2.794, 4.582, 1.388], [2.536, 5.316, -0.180], [1.428, 5.125, 3.087], [-7.857, 0.206, 1.688], [-7.323, 0.505, 0.343], [-5.788, 0.606, 0.339], [-7.836, -0.531, -0.456], [-7.392, 0.889, 2.347], [-7.612, -0.730, 2.112], [-8.918, 0.467, 1.754], [-7.747, 1.476, -0.007], [-5.472, 0.967, -0.624], [-5.375, -0.421, 0.429], [-5.426, 1.286, 1.138], [-7.291, -0.758, -1.247], [-3.272, 0.781, 5.675], [-3.421, -0.464, 4.777], [-4.423, -1.411, 5.303], [-3.756, -0.017, 3.427], [-2.353, 1.292, 5.430], [-3.213, 0.397, 6.752], [-4.073, 1.457, 5.526], [-2.437, -0.932, 4.640], [-4.632, -2.246, 4.596], [-5.255, -0.891, 5.702], [-3.985, -1.968, 6.156], [-4.752, -0.095, 3.349], [1.262, -2.741, 4.532], [0.738, -2.092, 3.337], [0.235, -3.114, 2.317], [-0.293, -1.219, 3.792], [1.613, -2.110, 5.313], [2.220, -3.251, 4.298], [0.602, -3.477, 4.996], [1.448, -1.477, 2.844], [-0.497, -3.742, 2.838], [1.089, -3.796, 2.114], [-0.210, -2.650, 1.438], [-0.563, -0.684, 3.030], [4.653, -2.114, -3.992], [3.883, -2.273, -5.280], [4.736, -2.379, -6.495], [2.990, -3.373, -5.193], [5.375, -1.287, -4.203], [5.169, -3.049, -3.773], [4.039, -1.895, -3.123], [3.209, -1.394, -5.480], [4.095, -2.526, -7.383], [5.529, -3.171, -6.415], [5.342, -1.422, -6.579], [3.583, -4.123, -5.092], [-3.787, 3.666, 2.865], [-2.889, 3.541, 1.645], [-3.093, 4.756, 0.771], [-1.564, 3.157, 1.975], [-3.412, 4.379, 3.542], [-3.816, 2.717, 3.446], [-4.825, 3.931, 2.453], [-3.274, 2.758, 1.016], [-2.464, 4.678, -0.092], [-2.877, 5.680, 1.326], [-4.141, 4.764, 0.429], [-1.080, 3.886, 2.417], [1.351, 2.715, 7.220], [0.432, 2.070, 6.188], [0.452, 2.739, 4.904], [0.682, 0.679, 6.089], [2.396, 2.796, 6.861], [1.302, 2.052, 8.122], [0.999, 3.682, 7.474], [-0.562, 2.172, 6.635], [1.397, 2.528, 4.362], [0.236, 3.773, 4.932], [-0.293, 2.265, 4.303], [0.163, 0.221, 5.406], [4.405, 1.475, 3.385], [5.157, 1.794, 2.106], [5.147, 0.458, 1.311], [4.434, 2.812, 1.464], [4.980, 0.681, 3.848], [3.427, 1.075, 3.039], [4.329, 2.338, 4.080], [6.147, 2.132, 2.329], [5.309, 0.692, 0.280], [4.185, -0.009, 1.308], [5.993, -0.238, 1.590], [4.571, 2.759, 0.512], [6.174, -3.840, -1.296], [5.012, -4.699, -0.832], [4.381, -4.125, 0.399], [4.117, -4.786, -1.878], [6.654, -4.275, -2.128], [6.913, -3.573, -0.591], [5.737, -2.867, -1.672], [5.323, -5.723, -0.424], [3.550, -4.728, 0.823], [4.110, -3.064, 0.354], [5.209, -4.156, 1.198], [3.362, -5.365, -1.757], [-2.110, -5.963, -2.074], [-1.342, -4.733, -2.529], [0.223, -4.921, -2.347], [-1.643, -4.413, -3.852], [-1.867, -6.872, -2.639], [-3.172, -5.895, -2.198], [-1.954, -6.272, -1.060], [-1.749, -3.919, -1.969], [0.608, -4.521, -1.438], [0.721, -4.447, -3.158], [0.276, -6.008, -2.493], [-1.006, -3.731, -4.096]],
  "forces_ev_per_a": [[1.7, 0.3, -0.3], [-1.3, 0.7, -0.3], [0.4, -0.3, 1.1], [-0.5, -0.7, -1.5], [0.2, 0.8, 0.4], [0.9, -0.4, -0.1], [-0.4, 0.3, 0.0], [0.4, -0.9, -0.5], [-0.5, 0.4, 0.4], [0.8, 0.4, 0.4], [0.1, 0.2, 0.7], [-0.4, -0.2, -0.5], [-0.1, -0.2, 0.1], [0.3, -0.6, -0.1], [-0.7, -0.4, 0.0], [-0.5, 0.6, 0.8], [-0.2, 0.1, -0.6], [1.1, 1.0, 0.4], [-0.4, 0.8, -0.9], [0.1, -1.9, 0.0], [0.5, -1.2, 1.1], [-1.0, 1.4, -0.7], [1.5, -0.8, 1.1], [0.0, 0.0, -0.2], [-0.4, -0.2, 0.4], [-1.2, 0.2, -0.3], [0.6, 0.3, -0.7], [-0.3, 0.5, 0.0], [0.0, -0.1, -0.5], [0.2, 0.2, 0.2], [-0.3, 0.0, -0.3], [0.8, -0.4, 0.0], [-0.5, 0.1, -0.3], [-0.6, 0.0, 0.2], [1.3, -0.4, 0.3], [-1.9, -0.1, -0.4], [-1.7, -0.8, -0.1], [0.5, -1.2, -1.0], [0.1, 1.3, 0.1], [1.1, 0.3, -1.3], [0.3, 0.3, 0.2], [0.1, -0.8, -1.0], [-0.5, 0.4, 1.0], [0.1, 0.8, 0.0], [1.1, 0.0, 0.5], [-0.1, 1.0, 0.1], [-0.1, -0.4, 0.4], [-0.3, -1.0, 0.0], [-0.2, 0.3, 0.4], [0.2, -0.1, 0.6], [0.0, 0.1, 0.1], [-0.1, 1.9, -0.5], [-1.6, 1.1, 0.2], [2.8, -2.1, 1.1], [-0.3, -0.4, -0.9], [-1.8, 1.5, -3.5], [0.8, 0.0, -0.2], [0.0, -0.4, -0.2], [-0.5, -0.6, 0.3], [0.2, -0.6, 0.1], [0.4, 0.1, 0.4], [-0.6, 1.0, -0.5], [-0.5, 0.7, 0.5], [2.3, -1.2, 2.3], [-0.3, -0.1, 0.5], [0.0, -0.1, 0.5], [-0.1, -1.2, -0.2], [-0.5, 0.3, 0.4], [0.4, -0.3, 0.7], [-1.0, -0.8, -1.3], [0.3, 1.1, -1.0], [0.7, 0.5, 0.4], [-0.2, 0.3, -1.2], [0.8, -0.5, -0.7], [-0.4, 0.4, 1.8], [-0.2, 0.0, -0.6], [-0.2, 0.1, 0.5], [0.4, -0.3, 0.3], [-0.6, -0.4, 0.9], [-0.2, -0.2, 0.2], [-0.9, 1.6, 0.7], [0.6, 0.4, -0.5], [-0.4, -0.8, 0.3], [0.3, -1.0, -1.8], [0.5, 1.1, 1.0], [0.0, -1.4, -0.1], [0.0, -0.6, 0.0], [0.2, -0.4, 0.2], [0.3, 0.3, -0.4], [-0.1, 0.7, 0.3], [-0.1, -0.4, -0.5], [-0.3, 0.6, 1.0], [0.9, -2.1, 1.2], [1.1, 1.4, -1.0], [1.0, -2.4, 0.4], [-1.9, -0.4, 0.2], [0.3, 0.2, 0.0], [-0.1, 0.9, -1.3], [-1.0, 0.6, 0.1], [-0.3, 0.0, 0.2], [-0.3, 0.9, 0.2], [-1.3, 0.3, 0.0], [-0.1, 0.4, -0.2], [1.7, 0.2, 0.0], [2.2, -1.9, 0.9], [-1.7, 0.3, -0.5], [0.3, -0.6, 1.0], [-0.3, 0.1, 0.0], [-0.2, 1.2, 0.6], [-0.6, -0.2, -0.2], [-0.2, 0.1, -0.3], [1.2, 0.6, -0.4], [-0.2, 0.1, -0.3], [-0.5, 0.5, -0.5], [0.2, -0.1, -0.1], [-0.4, 0.3, -0.3], [0.7, 0.8, -0.7], [-1.6, 1.0, 0.2], [1.9, 0.6, -0.7], [0.0, -0.2, 0.0], [-0.3, -0.6, 0.7], [0.2, 0.1, -0.1], [-0.2, 0.1, -0.1], [0.5, -0.6, 0.5], [0.5, 0.0, 0.3], [-0.9, 0.3, -0.1], [-0.8, -0.9, -0.2], [-0.3, -0.5, 0.1], [-1.5, -1.7, -1.0], [-0.8, 0.0, 0.4], [0.1, 0.5, 0.4], [0.2, 0.9, -0.1], [0.3, 1.4, 0.7], [-0.2, 0.4, -0.6], [1.3, -0.3, 1.1], [0.0, -0.9, 0.0], [0.4, 0.2, -0.6], [-0.1, 0.0, -0.3], [0.4, 0.1, 0.2], [-0.2, -0.4, -0.2], [0.8, -2.2, 0.2], [-0.5, -0.3, 2.1], [0.9, -0.8, -2.1], [0.7, -0.3, 0.2], [-0.4, -0.2, 0.2], [0.3, 0.7, -0.6], [-0.4, 1.0, 0.2], [-0.3, 0.1, -0.1], [-0.2, 0.4, 0.4], [-0.1, 1.2, 0.2], [-0.8, -0.2, -0.8], [0.1, 0.4, 0.0], [0.1, 0.3, -0.1], [-1.5, -1.4, 0.4], [1.8, 0.6, 0.0], [-0.3, -0.1, 0.0], [-0.2, -0.2, 0.5], [0.4, 0.4, 0.8], [-0.2, -0.6, -0.5], [1.0, 0.1, 0.0], [0.4, 0.2, -1.0], [-0.6, -0.5, 0.5], [-1.1, 0.6, 0.0], [0.1, 0.5, -0.3], [-1.8, 1.3, -0.8], [0.5, -1.2, 2.1], [1.0, 0.4, 2.6], [-0.4, 0.1, -1.9], [0.6, -0.6, -1.0], [0.6, -0.1, 1.2], [0.4, -1.0, 0.5], [0.1, 0.9, -1.2], [0.3, 0.4, -0.5], [-0.3, -0.2, -0.4], [-1.2, 0.0, -0.9], [0.1, -0.1, 0.5], [0.2, -1.0, -0.9], [0.8, -0.3, 0.8], [-2.5, -1.0, -0.7], [-0.4, -0.8, -1.0], [0.4, 0.2, -0.3], [-0.7, 0.6, -0.1], [0.4, 0.4, 0.8], [0.2, 0.8, 1.1], [0.2, -0.1, 0.9], [0.5, 0.4, -0.7], [0.9, 0.2, 0.5], [0.1, 0.5, -0.1]]
}